The following is a DFT calculation (ωB97M-V/def2-TZVPD) of C24H40BrO12PbS3 as an isolated structure at a distorted geometry.

ORCA input file:
```
! RIJCOSX wB97M-V def2-TZVPD def2/J DEFGRID3
* xyz -3 1
Pb 30.43 0.51 0.97
C 32.11 -2.42 3.65
C 32.29 -0.84 3.54
C 33.16 -0.33 4.73
O 32.62 -0.23 2.38
H 33.04 -2.89 3.32
H 31.32 -2.58 2.92
H 31.90 -2.74 4.67
H 31.29 -0.59 3.89
H 32.96 -0.96 5.60
H 32.85 0.66 5.05
H 34.21 -0.22 4.46
C 32.43 -0.65 -3.06
C 32.72 0.61 -2.16
C 31.85 1.71 -2.81
O 32.32 0.32 -0.81
H 33.24 -0.76 -3.78
H 31.53 -0.54 -3.67
H 32.45 -1.64 -2.61
H 33.79 0.81 -2.25
H 31.82 2.67 -2.30
H 30.80 1.41 -2.72
H 31.99 1.91 -3.87
Br 27.65 1.37 0.36
C 33.45 5.22 3.41
C 33.17 4.10 2.73
C 32.15 3.92 1.62
O 31.87 2.84 0.98
C 31.37 5.03 1.29
C 31.46 6.28 2.05
C 32.59 6.38 3.16
O 32.81 7.50 3.56
O 30.97 7.37 1.70
O 34.06 3.22 2.89
H 34.32 5.24 4.05
H 30.47 4.97 0.69
C 28.68 4.36 4.78
C 29.78 4.00 5.79
C 30.07 2.48 5.70
S 29.17 1.87 4.28
O 28.37 0.70 4.77
O 30.06 1.78 3.14
C 27.93 3.25 4.23
H 29.25 4.75 3.93
H 28.08 5.26 4.90
H 29.67 4.34 6.82
H 30.71 4.48 5.49
H 29.44 1.90 6.37
H 31.13 2.21 5.69
H 27.02 2.94 4.75
H 27.53 3.37 3.22
C 26.56 -2.80 -2.21
C 26.95 -1.54 -2.96
C 28.45 -1.52 -3.01
S 29.02 -2.14 -1.31
O 29.26 -1.11 -0.41
O 29.94 -3.22 -1.56
C 27.34 -2.86 -0.80
H 26.81 -3.73 -2.73
H 25.50 -2.99 -1.99
H 26.59 -0.66 -2.44
H 26.46 -1.53 -3.93
H 28.92 -0.64 -3.45
H 28.71 -2.41 -3.58
H 26.94 -2.23 -0.01
H 27.38 -3.87 -0.39
C 27.36 -2.64 5.40
C 26.10 -2.83 4.31
C 26.34 -1.68 3.28
S 28.04 -2.12 2.87
O 28.83 -0.93 2.50
O 27.96 -3.33 2.04
C 28.64 -2.67 4.56
H 27.37 -3.22 6.32
H 27.41 -1.63 5.82
H 25.23 -2.86 4.96
H 26.02 -3.72 3.69
H 26.35 -0.75 3.85
H 25.84 -1.64 2.31
H 29.44 -2.03 4.94
H 29.11 -3.64 4.44
*
```

Summary:
LUMO energy (eV): 4.930
Strongest force on any atom (hartree/bohr): 0.1090
Orbital gap (eV): 2.98
Highest occupied orbital energy (eV): 2.0
E (eV): -157893.942

---

The following is a DFT calculation (ωB97M-V/def2-TZVPD) of C24H40CaF18IN5O12S6 as an isolated structure at a distorted geometry.

ORCA input file:
```
! RIJCOSX wB97M-V def2-TZVPD def2/J DEFGRID3
* xyz 0 1
Ca -20.38 -9.27 3.07
I -17.39 -10.49 3.11
C -25.76 -9.14 -1.44
C -25.60 -7.70 -0.86
C -24.24 -7.08 -0.98
N -24.04 -5.67 -0.53
C -24.85 -4.64 -1.30
C -24.46 -3.10 -0.99
C -23.00 -2.93 -1.19
C -22.10 -3.86 -0.41
C -22.47 -5.35 -0.62
C -24.38 -5.40 0.99
H -26.54 -9.63 -0.85
H -24.79 -9.63 -1.38
H -26.03 -8.98 -2.48
H -25.99 -7.72 0.15
H -26.21 -6.97 -1.39
H -23.90 -7.17 -2.01
H -23.57 -7.65 -0.34
H -24.80 -4.87 -2.36
H -25.88 -4.85 -1.00
H -25.20 -2.56 -1.58
H -24.74 -2.79 0.01
H -22.86 -3.10 -2.26
H -22.78 -1.88 -1.02
H -21.08 -3.78 -0.79
H -21.94 -3.71 0.66
H -22.23 -5.63 -1.65
H -21.84 -5.98 0.01
H -23.75 -4.56 1.28
H -23.95 -6.31 1.39
H -25.46 -5.26 1.08
C -16.21 -9.10 11.65
C -16.36 -9.25 10.13
C -15.54 -10.35 9.33
N -15.83 -10.42 7.78
C -15.11 -11.63 7.15
C -13.65 -11.40 7.23
C -13.33 -10.14 6.43
C -14.00 -8.92 7.03
C -15.53 -9.12 7.06
C -17.32 -10.75 7.61
H -15.17 -8.80 11.82
H -16.22 -10.05 12.19
H -16.88 -8.42 12.17
H -16.24 -8.29 9.64
H -17.41 -9.52 9.97
H -15.76 -11.33 9.75
H -14.48 -10.11 9.40
H -15.33 -12.49 7.77
H -15.62 -11.71 6.19
H -13.35 -11.40 8.28
H -13.09 -12.24 6.80
H -12.25 -10.14 6.32
H -13.62 -10.19 5.38
H -13.64 -8.73 8.04
H -13.85 -7.98 6.50
H -16.08 -8.37 7.62
H -15.94 -9.22 6.05
H -17.44 -11.73 8.08
H -17.49 -10.84 6.54
H -17.95 -9.90 7.89
C -24.30 -11.22 3.41
F -25.51 -10.97 2.75
F -24.52 -12.06 4.42
F -23.49 -11.77 2.57
S -23.53 -9.60 4.04
O -23.36 -8.55 2.98
O -24.36 -9.19 5.17
N -21.92 -10.22 4.45
S -21.89 -10.88 5.89
O -20.82 -10.32 6.79
O -23.16 -11.08 6.61
C -21.09 -12.61 5.50
F -20.10 -12.36 4.61
F -20.72 -13.26 6.58
F -21.91 -13.47 4.88
C -18.54 -9.06 -0.91
F -17.49 -8.75 -0.14
F -18.57 -8.45 -2.05
F -18.58 -10.37 -1.21
S -20.12 -8.61 0.07
O -19.71 -7.77 1.15
O -21.00 -7.96 -0.85
N -20.68 -9.98 0.89
S -21.60 -10.70 -0.17
O -23.04 -10.41 0.09
O -21.16 -10.65 -1.63
C -21.34 -12.57 0.09
F -20.09 -12.75 -0.23
F -21.36 -12.88 1.35
F -22.23 -13.26 -0.64
C -17.56 -6.39 4.37
F -17.76 -6.82 3.12
F -16.36 -6.88 4.77
F -17.48 -5.08 4.44
S -18.99 -6.97 5.44
O -18.57 -8.21 6.11
O -19.22 -5.86 6.38
N -20.31 -7.40 4.27
S -20.95 -5.98 3.88
O -20.06 -4.78 3.86
O -21.83 -6.09 2.72
C -22.29 -5.50 5.26
F -21.85 -5.16 6.44
F -23.21 -4.69 4.80
F -22.81 -6.63 5.57
*
```

Summary:
LUMO energy (eV): 0.132
Strongest force on any atom (hartree/bohr): 0.1328
Orbital gap (eV): 7.81
Highest occupied orbital energy (eV): -7.7
E (eV): -198019.304

---

The following is a DFT calculation (ωB97M-V/def2-TZVPD) of C24H40CdF6N3O5S2Si3 as an isolated structure.

ORCA input file:
```
! RIJCOSX wB97M-V def2-TZVPD def2/J DEFGRID3
* xyz -1 1
Cd 0.42 0.13 -1.12
C 1.73 1.17 -4.19
C 1.71 -0.24 -4.08
C 0.48 -0.62 -3.56
C -0.27 0.58 -3.28
C 0.53 1.67 -3.71
H 2.57 1.76 -4.54
H 2.52 -0.91 -4.36
H 0.10 -1.63 -3.44
H -1.35 0.62 -3.13
H 0.23 2.71 -3.65
F -3.37 1.93 1.90
C -4.37 2.68 1.44
F -4.46 3.78 2.20
F -5.51 1.99 1.58
S -4.13 3.12 -0.33
O -4.05 1.84 -0.99
O -5.24 3.97 -0.62
N -2.81 3.95 -0.36
S -1.33 3.43 -0.41
O -1.16 2.02 -0.12
O -0.60 3.99 -1.50
C -0.66 4.31 1.07
F -1.30 3.95 2.18
F -0.77 5.63 0.92
F 0.63 4.01 1.21
C 1.78 -3.26 -1.46
Si 2.44 -2.15 -0.08
C 3.24 -3.35 1.14
C 3.83 -1.12 -0.83
C 1.13 -1.06 0.67
Si -0.22 -2.00 1.53
C -0.65 -3.64 0.70
C 0.28 -2.53 3.28
C -1.82 -1.02 1.75
Si 1.83 0.25 1.77
C 0.57 1.14 2.84
C 3.22 -0.29 2.92
C 2.58 1.65 0.71
C 3.53 2.53 1.23
C 3.95 3.62 0.47
C 3.40 3.80 -0.79
C 2.47 2.89 -1.24
N 2.08 1.84 -0.52
H 2.50 -3.30 -2.29
H 0.83 -2.91 -1.86
H 1.63 -4.28 -1.10
H 4.01 -3.94 0.62
H 2.51 -4.05 1.55
H 3.73 -2.84 1.98
H 4.60 -1.78 -1.23
H 4.30 -0.45 -0.10
H 3.46 -0.51 -1.65
H 0.17 -4.35 0.77
H -0.92 -3.51 -0.35
H -1.51 -4.08 1.22
H 1.17 -3.17 3.27
H -0.53 -3.11 3.74
H 0.49 -1.69 3.94
H -1.97 -0.28 0.97
H -1.81 -0.48 2.70
H -2.68 -1.69 1.76
H 0.20 0.51 3.65
H -0.28 1.46 2.24
H 1.03 2.03 3.28
H 2.91 -1.14 3.53
H 3.49 0.52 3.61
H 4.13 -0.58 2.38
H 3.92 2.37 2.22
H 4.68 4.31 0.87
H 3.69 4.64 -1.41
H 2.02 2.99 -2.22
C -5.23 -1.28 -1.05
N -3.95 -1.89 -1.31
C -3.90 -3.33 -1.44
C -2.82 -1.16 -1.38
O -1.70 -1.62 -1.56
H -5.93 -1.49 -1.86
H -5.11 -0.20 -0.96
H -5.66 -1.66 -0.12
H -4.60 -3.66 -2.22
H -4.17 -3.81 -0.50
H -2.89 -3.62 -1.71
H -3.00 -0.08 -1.24
*
```

Summary:
LUMO energy (eV): 2.570
Strongest force on any atom (hartree/bohr): 0.0017
Orbital gap (eV): 7.42
Highest occupied orbital energy (eV): -4.9
Energy relative to the best compared isomer or geometry (same formula, charge and spin) (eV): 0.000
E (eV): -106423.372

---

The following is a DFT calculation (ωB97M-V/def2-TZVPD) of C24H40N4O2Si2TcTe as an isolated structure at a distorted geometry.

ORCA input file:
```
! RIJCOSX wB97M-V def2-TZVPD def2/J DEFGRID3
* xyz 2 2
Tc 1.39 -1.78 0.32
O 1.45 0.12 1.06
C 1.91 0.46 2.23
C 1.58 1.73 2.75
C 2.03 2.17 3.97
C 2.87 1.37 4.74
C 3.24 0.13 4.27
C 2.76 -0.36 3.03
C 3.18 -1.66 2.66
N 2.75 -2.35 1.65
C 3.30 -3.67 1.43
C 2.95 -4.11 0.00
N 1.57 -3.71 -0.19
C 0.65 -4.61 -0.30
C -0.75 -4.36 -0.13
C -1.68 -5.37 -0.42
C -3.02 -5.22 -0.15
C -3.48 -4.04 0.44
C -2.60 -3.04 0.76
C -1.22 -3.15 0.49
O -0.45 -2.16 0.85
H 0.95 2.37 2.14
H 1.74 3.15 4.32
H 3.24 1.73 5.69
H 3.89 -0.50 4.86
H 3.95 -2.11 3.30
H 2.84 -4.37 2.14
H 4.38 -3.68 1.58
H 3.11 -5.19 -0.11
H 3.59 -3.58 -0.72
H 0.93 -5.65 -0.49
H -1.32 -6.28 -0.87
H -3.72 -6.01 -0.38
H -4.53 -3.93 0.65
H -2.93 -2.12 1.22
N 1.27 -1.06 -2.67
N 0.32 -1.25 -1.62
H 0.82 -0.84 -3.55
H 1.82 -1.91 -2.80
H -0.40 -1.95 -1.84
H -0.15 -0.35 -1.48
C 1.55 4.59 -1.36
Si 1.52 3.00 -2.40
C 1.64 3.29 -4.27
C 2.75 1.67 -1.78
C -0.27 2.28 -2.12
Te -0.60 1.79 -0.07
C -2.12 3.25 0.18
Si -3.84 2.32 0.04
C -5.19 3.63 0.21
C -3.84 1.43 -1.65
C -3.77 1.02 1.43
H 2.53 5.05 -1.37
H 1.29 4.38 -0.32
H 0.84 5.33 -1.73
H 2.58 3.78 -4.52
H 0.84 3.92 -4.64
H 1.61 2.36 -4.83
H 3.73 2.11 -1.61
H 2.87 0.88 -2.51
H 2.43 1.22 -0.84
H -0.41 1.40 -2.75
H -1.01 3.02 -2.40
H -2.03 4.04 -0.55
H -2.05 3.67 1.18
H -5.13 4.37 -0.59
H -5.14 4.16 1.15
H -6.17 3.17 0.15
H -3.72 2.13 -2.48
H -4.77 0.90 -1.81
H -3.03 0.70 -1.72
H -3.86 1.49 2.41
H -2.84 0.46 1.42
H -4.59 0.31 1.36
*
```

Summary:
LUMO energy (alpha / beta) (eV): -9.125 / -8.631
Strongest force on any atom (hartree/bohr): 0.0739
Orbital gap (alpha / beta) (eV): 3.21 / 3.48
Highest occupied orbital energy (alpha / beta) (eV): -12.3 / -12.1
E (eV): -60824.512

---

The following is a DFT calculation (ωB97M-V/def2-TZVPD) of a 6-piece molecular cluster, C24H40O12 overall at a distorted geometry.

ORCA input file:
```
! RIJCOSX wB97M-V def2-TZVPD def2/J DEFGRID3
* xyz 0 1
O 23.41 19.61 -10.57
C 24.13 18.65 -10.52
O 23.91 17.61 -9.71
C 22.68 17.60 -9.01
C 22.78 18.13 -7.58
C 25.26 18.40 -11.47
H 22.37 16.55 -8.98
H 21.88 18.06 -9.59
H 21.81 18.44 -7.19
H 23.57 18.88 -7.53
H 23.12 17.31 -6.94
H 24.75 18.03 -12.37
H 25.99 17.67 -11.13
H 25.69 19.34 -11.81
O 25.40 20.78 -13.87
C 25.55 20.56 -15.04
O 24.69 19.87 -15.78
C 23.42 19.57 -15.15
C 22.50 19.05 -16.23
C 26.76 21.01 -15.82
H 23.01 20.50 -14.74
H 23.60 18.87 -14.34
H 21.48 19.33 -15.98
H 22.52 17.96 -16.31
H 22.73 19.46 -17.21
H 26.90 22.09 -15.73
H 26.77 20.72 -16.86
H 27.63 20.53 -15.36
O 15.39 17.97 -10.88
C 16.29 18.75 -10.86
O 16.56 19.55 -11.92
C 17.64 20.44 -11.60
C 18.42 19.75 -10.47
C 17.28 19.03 -9.74
H 17.28 21.42 -11.31
H 18.28 20.57 -12.47
H 18.85 20.53 -9.83
H 19.20 19.10 -10.84
H 16.76 19.71 -9.06
H 17.49 18.11 -9.21
O 23.20 15.91 -12.65
C 22.08 16.33 -12.71
O 21.73 17.30 -13.58
C 20.27 17.44 -13.70
C 19.69 16.46 -12.67
C 20.87 15.99 -11.84
H 20.10 17.20 -14.74
H 20.10 18.50 -13.51
H 19.16 15.65 -13.16
H 18.97 17.00 -12.04
H 20.82 14.92 -11.63
H 21.04 16.55 -10.92
O 15.81 18.39 -19.90
C 16.52 17.79 -19.15
O 17.40 18.43 -18.34
C 18.16 17.51 -17.55
C 17.79 16.08 -18.02
C 16.66 16.29 -19.00
H 17.85 17.61 -16.50
H 19.21 17.78 -17.63
H 17.54 15.53 -17.10
H 18.64 15.51 -18.40
H 15.68 15.92 -18.69
H 16.84 15.84 -19.98
O 16.49 12.47 -14.40
C 16.09 13.58 -14.27
O 16.53 14.40 -13.29
C 15.88 15.67 -13.28
C 15.06 15.74 -14.59
C 14.98 14.28 -15.06
H 16.58 16.49 -13.26
H 15.17 15.71 -12.46
H 15.53 16.36 -15.36
H 14.05 16.12 -14.47
H 15.22 14.18 -16.12
H 14.08 13.72 -14.81
*
```

Summary:
SMILES: CCOC(C)=O.CCOC(C)=O.O=C1CCCO1.O=C1CCCO1.O=C1CCCO1.O=C1CCCO1
LUMO energy (eV): 0.192
Strongest force on any atom (hartree/bohr): 0.0303
Orbital gap (eV): 10.42
Highest occupied orbital energy (eV): -10.2
Energy relative to the best compared isomer or geometry (same formula, charge and spin) (eV): 0.000
E (eV): -50107.682